Entry 1:
# C28H45EuN13O2

A structure of composition C28H45EuN13O2 in a non-equilibrium geometry (the ωB97M-V functional and the def2-TZVPD basis, OMol25).

Last column: Mulliken spin population.
CARTESIAN COORDINATES (ANGSTROEM)
Eu1 0.6208 -0.1112 -0.2307  6.947
N1 -1.7349 0.2950 -1.4349  0.007
C1 -1.9081 1.0397 -2.6868  0.005
C2 -0.5803 1.6689 -3.1693  0.005
N2 0.5447 0.7726 -3.0813  -0.005
C3 1.7592 1.5012 -3.4763  -0.004
C4 3.0008 1.1362 -2.5957  0.014
N3 2.7387 1.5683 -1.1968  0.004
C5 0.3633 -0.4053 -3.9404  0.005
C6 1.2567 -1.6507 -3.5964  0.002
N4 0.8591 -2.2029 -2.3065  0.001
H1 -1.9895 -0.6956 -1.6376  -0.004
H2 -2.4972 0.6023 -0.8433  0.001
H3 -2.5938 1.8392 -2.5015  -0.001
H4 -2.3159 0.4909 -3.5551  0.000
H5 -0.3393 2.5376 -2.5195  -0.003
H6 -0.7688 2.0124 -4.2217  -0.001
H7 1.5853 2.5934 -3.4020  0.000
H8 2.0339 1.2849 -4.4677  -0.001
H9 3.8548 1.6182 -3.0807  0.000
H10 3.2397 0.1038 -2.5966  -0.006
H11 2.9457 2.5553 -1.1255  0.003
H12 3.3250 1.1344 -0.4819  0.000
H13 0.6194 -0.1583 -4.9928  0.001
H14 -0.6750 -0.7668 -3.8540  -0.004
H15 2.2877 -1.3960 -3.6154  -0.002
H16 1.1311 -2.3633 -4.4365  0.000
H17 1.5131 -2.9344 -2.0792  0.002
H18 -0.0269 -2.7240 -2.4643  0.000
C7 0.0717 -3.4996 0.5140  0.023
C8 -0.8078 -2.7708 1.4669  0.002
C9 -1.4003 -3.2497 2.6437  -0.001
C10 -2.1954 -2.1785 3.1569  0.000
C11 -2.0330 -1.1029 2.2774  0.009
C12 -2.5852 0.3034 2.4686  0.000
N5 -1.1928 -1.4813 1.2604  -0.013
H19 0.0968 -4.6000 0.6773  0.000
H20 1.1210 -3.2013 0.5175  -0.001
H21 -0.2369 -3.3822 -0.5254  -0.008
H22 -1.3768 -4.2680 3.0751  0.000
H23 -2.8051 -2.0691 4.0619  0.000
H24 -3.6444 0.1746 2.8553  0.000
H25 -2.6543 0.7009 1.4069  -0.001
H26 -1.9718 0.9362 3.1024  0.000
N6 6.5401 -1.2086 -2.5593  0.000
C13 5.8962 -1.3378 -1.5890  0.000
N7 5.2623 -1.4293 -0.4434  0.001
C14 4.0021 -1.3597 -0.2165  0.002
N8 2.8900 -1.3321 0.1322  0.005
C15 -3.2451 -4.9337 0.5271  0.000
N9 -2.8371 -4.3780 -0.7508  0.000
C16 -2.1246 -5.2448 -1.6369  0.000
C17 -2.9049 -3.0523 -1.0431  0.000
O1 -2.4347 -2.5203 -2.0723  0.000
H27 -3.9531 -5.7573 0.3480  0.000
H28 -3.6717 -4.1516 1.1784  0.000
H29 -2.3745 -5.3317 1.0778  0.000
H30 -1.1085 -5.4412 -1.2525  0.000
H31 -2.1549 -4.6820 -2.5982  0.000
H32 -2.6360 -6.2198 -1.8016  0.000
H33 -3.3843 -2.4705 -0.2647  0.000
N10 -2.8250 6.7958 2.0720  0.000
C18 -1.9834 6.8208 1.0300  0.000
O2 -1.6928 7.8157 0.4312  0.000
C19 -1.3547 5.4567 0.7351  0.000
C20 -0.1717 5.4719 0.0514  0.000
C21 0.4141 4.2975 -0.3058  0.006
N11 -0.0896 3.0899 -0.0503  -0.001
C22 -1.2828 3.0464 0.6092  0.008
C23 -1.9483 4.2144 0.9755  0.006
H34 -3.3486 7.6457 2.1422  0.000
H35 -3.0614 5.9704 2.5300  0.000
H36 0.3489 6.3781 -0.1581  0.000
H37 1.3815 4.3087 -0.7604  0.000
H38 -1.7759 2.0932 0.8015  -0.006
H39 -2.9764 4.1371 1.3362  0.000
N12 3.3777 0.2515 5.8977  0.000
C24 2.7847 0.2556 4.6518  0.001
C25 2.9481 1.3171 3.7800  0.001
C26 2.2263 1.3800 2.6247  0.002
N13 1.4009 0.4217 2.1948  0.003
C27 1.2547 -0.6528 3.0116  -0.005
C28 1.8733 -0.7607 4.2669  0.000
H40 4.0861 0.9482 6.0299  0.000
H41 3.5929 -0.6033 6.3199  0.000
H42 3.7219 2.0576 3.9374  0.000
H43 2.4122 2.1728 1.9320  -0.002
H44 0.6413 -1.4549 2.6717  0.005
H45 1.6499 -1.6824 4.8380  0.000

Calculated values
HOMO energy (alpha / beta) ... -6.5787 / -6.7200 eV
Spin multiplicity ... 8
ΔE to the lowest compared entry with this formula, charge and spin ... 0.0 kcal/mol

---

Entry 2:
# C4H6O2

A cluster of 2 separate species, C4H6O2 in total in a non-equilibrium geometry (the ωB97M-V functional and the def2-TZVPD basis, OMol25).

Last column: natural (NBO) charge in e.
CARTESIAN COORDINATES (ANGSTROEM)
O1 -1.2256 0.5636 -1.1356  -0.673
C1 -0.1292 0.4489 -0.2978  -0.013
C2 1.3252 0.2376 -0.8073  -0.380
C3 0.6360 -0.8613 -0.1409  -0.462
C4 -0.2712 1.0321 0.9397  0.820
O2 -0.4011 1.4709 1.9980  -0.380
H1 -1.5062 -0.3579 -1.2703  0.493
H2 2.1662 0.7833 -0.3770  0.201
H3 1.2701 0.2918 -1.8959  0.225
H4 0.9699 -1.0781 0.8809  0.189
H5 -1.1988 -1.4332 0.7980  0.024
H6 -1.6353 -1.0977 1.3081  -0.045

Calculated values
HOMO energy (alpha / beta) ... -8.0043 / -8.0049 eV
ΔE to the lowest compared entry with this formula, charge and spin ... 134.0 kcal/mol

---

Entry 3:
# C20H26FN7

An isolated molecule of C20H26FN7 in a non-equilibrium geometry (the ωB97M-V functional and the def2-TZVPD basis, OMol25).

Last column: natural (NBO) charge in e.
CARTESIAN COORDINATES (ANGSTROEM)
C1 -0.0594 -2.7303 -1.1654  -0.594
C2 0.9755 -2.3503 -0.1070  -0.437
C3 1.1024 -0.8604 -0.0085  0.469
N1 0.0466 -0.2180 0.4897  -0.570
C4 0.0546 1.1095 0.5957  0.446
N2 -0.9990 1.7454 1.1274  -0.562
C5 -2.2385 1.0687 1.4045  -0.211
C6 -3.1179 0.9370 0.1497  -0.049
C7 -3.6790 2.2739 -0.3382  -0.416
C8 -4.9381 1.8471 -1.0844  -0.409
C9 -5.4567 0.7017 -0.2109  -0.217
N3 -4.2883 0.1225 0.4483  -0.459
C10 -4.1018 -1.2975 0.2429  -0.205
C11 -5.1014 -2.1022 1.0658  -0.609
C12 1.2114 1.7974 0.1664  -0.046
N4 1.6081 3.0950 0.0950  -0.229
N5 2.7796 3.1324 -0.3945  -0.023
N6 3.2160 1.8939 -0.6747  -0.187
C13 4.5220 1.6449 -1.2289  -0.229
C14 5.1611 0.4811 -0.5206  -0.129
C15 5.1130 -0.8033 -1.0441  -0.135
C16 5.6543 -1.8715 -0.3515  -0.233
C17 6.2519 -1.6732 0.8817  -0.182
C18 6.3125 -0.4025 1.4253  -0.284
C19 5.7638 0.6514 0.7193  0.413
F1 5.8249 1.8901 1.2543  -0.325
C20 2.2568 0.9999 -0.3390  0.327
N7 2.2316 -0.3294 -0.4458  -0.529
H1 -0.1754 -3.8105 -1.2099  0.209
H2 0.2521 -2.3728 -2.1443  0.204
H3 -1.0193 -2.2824 -0.9208  0.212
H4 0.6578 -2.7372 0.8625  0.218
H5 1.9520 -2.7627 -0.3602  0.219
H6 -0.9897 2.7524 1.0768  0.408
H7 -1.9892 0.0709 1.7692  0.227
H8 -2.7815 1.6113 2.1797  0.204
H9 -2.5020 0.4803 -0.6447  0.179
H10 -3.9478 2.8962 0.5169  0.197
H11 -2.9744 2.8164 -0.9659  0.219
H12 -4.6760 1.4768 -2.0771  0.200
H13 -5.6628 2.6513 -1.1940  0.215
H14 -6.1393 1.0848 0.5567  0.186
H15 -5.9931 -0.0467 -0.8009  0.190
H16 -3.0902 -1.5511 0.5677  0.200
H17 -4.1929 -1.5727 -0.8243  0.160
H18 -5.0099 -1.8364 2.1151  0.211
H19 -4.9092 -3.1661 0.9515  0.207
H20 -6.1203 -1.8973 0.7479  0.201
H21 4.4270 1.4272 -2.2985  0.215
H22 5.0964 2.5652 -1.0929  0.249
H23 4.6357 -0.9627 -1.9981  0.219
H24 5.6048 -2.8636 -0.7734  0.216
H25 6.6706 -2.5069 1.4244  0.217
H26 6.7705 -0.2168 2.3840  0.231

Calculated values
HOMO energy ... -8.2839 eV
SMILES ... CCc1nc(NC[C@@H]2CCCN2CC)c2nnn(Cc3ccccc3F)c2n1
ΔE to the lowest compared entry with this formula, charge and spin ... 0.0 kcal/mol

---

Entry 4:
# C4H5NO

An isolated molecule of C4H5NO in a non-equilibrium geometry (the ωB97M-V functional and the def2-TZVPD basis, OMol25).

Last column: natural (NBO) charge in e.
CARTESIAN COORDINATES (ANGSTROEM)
C1 0.1233 0.5037 1.1933  -0.376
C2 -1.0671 -0.0857 1.3526  0.364
C3 0.2209 0.7410 -0.2732  -0.456
C4 0.3384 -0.6614 -0.8021  -0.329
N1 -0.9152 -1.3984 -0.5771  -0.010
O1 -1.6387 -0.7541 0.4403  -0.344
H1 0.6939 1.1575 1.8488  0.236
H2 -0.5587 1.3387 -0.5976  0.224
H3 1.2435 1.1865 -0.4004  0.223
H4 0.3448 -0.8406 -1.8760  0.246
H5 1.2148 -1.1872 -0.3087  0.223

Calculated values
HOMO energy (alpha / beta) ... -9.1739 / -8.6909 eV
ΔE to the lowest compared entry with this formula, charge and spin ... 151.1 kcal/mol

---

Q: What is the formula in the first record?
A: C28H45EuN13O2